# 1
Below is C5H7N in the gas phase, with properties calculated with wB97M-V/def2-TZVPD.

As for the energy relative to the best compared isomer or geometry (same formula, charge and spin): 3.2104 eV. The calculation puts the gap between HOMO and LUMO at 10.45 eV. Its LUMO energy is 1.13 eV.

Geometry as ORCA input:
```
! RIJCOSX wB97M-V def2-TZVPD def2/J DEFGRID3
* xyz 0 1
C -1.48 -2.06 -1.61
C -0.69 -1.25 -1.19
C 0.21 -0.28 -0.61
C 0.98 -0.57 0.64
N -0.20 0.26 0.68
C -0.05 1.69 0.84
H -2.19 -2.78 -1.96
H 0.68 0.42 -1.31
H 1.96 -0.10 0.74
H 0.88 -1.55 1.10
H -0.90 2.18 0.35
H 0.88 2.10 0.41
H -0.08 1.94 1.91
*
```

=====

# 2
Below is a molecular structure, C24H29AuNO3PS2, with properties calculated with wB97M-V/def2-TZVPD.

As for the energy relative to the best compared isomer or geometry (same formula, charge and spin): 2.2809 eV. The calculation puts the gap between HOMO and LUMO (alpha / beta) at 5.23 / 5.48 eV. Its LUMO energy (alpha / beta) is -1.84 / -1.61 eV.

Geometry as ORCA input:
```
! RIJCOSX wB97M-V def2-TZVPD def2/J DEFGRID3
* xyz 0 1
Au -0.31 -0.10 -0.04
S -2.18 0.48 -1.44
C -2.87 -1.04 -1.79
C -4.24 -1.09 -2.15
C -4.89 -2.27 -2.34
C -4.21 -3.50 -2.18
C -2.88 -3.50 -1.86
C -2.15 -2.28 -1.71
S -0.48 -2.33 -1.49
H -4.78 -0.15 -2.25
H -5.94 -2.27 -2.61
H -4.73 -4.44 -2.31
H -2.34 -4.43 -1.74
N 1.79 -1.40 0.69
C 2.19 -0.91 1.96
C 3.49 -0.44 2.14
C 3.88 0.08 3.36
C 2.98 0.13 4.41
C 1.69 -0.32 4.22
C 1.26 -0.84 2.99
C -0.17 -1.25 2.84
C -0.76 -1.94 3.91
C -2.13 -2.17 3.96
C -2.94 -1.68 2.94
C -2.37 -1.03 1.86
C -0.99 -0.84 1.79
H 2.55 -1.44 0.03
H 1.28 -2.27 0.71
H 4.19 -0.50 1.31
H 4.90 0.44 3.49
H 3.28 0.54 5.37
H 0.97 -0.24 5.02
H -0.13 -2.30 4.71
H -2.55 -2.71 4.79
H -4.01 -1.82 2.98
H -3.00 -0.68 1.05
C 1.64 3.53 3.11
C 2.31 3.31 1.77
O 1.44 3.62 0.66
P 0.38 2.48 0.23
O -0.91 2.79 1.13
C -1.63 4.04 1.06
C -2.25 4.29 2.42
O -0.12 3.11 -1.17
C 0.67 2.87 -2.35
C 1.25 4.18 -2.84
H 2.35 3.31 3.91
H 0.77 2.89 3.23
H 1.32 4.57 3.21
H 2.65 2.27 1.68
H 3.18 3.96 1.65
H -2.39 3.93 0.29
H -0.95 4.84 0.77
H -2.80 3.41 2.75
H -2.94 5.13 2.36
H -1.49 4.53 3.16
H 0.00 2.42 -3.08
H 1.46 2.15 -2.13
H 0.46 4.88 -3.11
H 1.86 4.00 -3.73
H 1.87 4.63 -2.07
*
```

=====

# 3
Below is 2 unconnected molecules or ions with the total composition C5H8O3, with properties calculated with wB97M-V/def2-TZVPD.

As for the energy relative to the best compared isomer or geometry (same formula, charge and spin): 6.4110 eV. The calculation puts the gap between HOMO and LUMO at 9.93 eV. Its LUMO energy is 0.58 eV.

Geometry as ORCA input:
```
! RIJCOSX wB97M-V def2-TZVPD def2/J DEFGRID3
* xyz 0 1
C -1.22 2.15 0.58
C -0.36 1.03 0.05
C 0.94 1.50 -0.53
O -0.88 -0.06 -0.23
H -0.74 2.59 1.45
H -2.23 1.82 0.80
H -1.27 2.96 -0.15
H 0.75 2.03 -1.47
H 1.61 0.69 -0.77
H 1.44 2.20 0.14
C -0.21 -4.11 0.43
C 0.02 -2.92 0.57
O 0.88 -1.91 0.58
O 1.33 -1.66 -0.78
H -0.56 -5.10 0.43
H 0.52 -1.19 -1.11
*
```

=====

# 4
Below is a molecular structure, C16H33N4S8Ti, with properties calculated with wB97M-V/def2-TZVPD.

As for the energy relative to the best compared isomer or geometry (same formula, charge and spin): 1.5429 eV. The calculation puts the gap between HOMO and LUMO (alpha / beta) at 6.25 / 7.15 eV. Its LUMO energy (alpha / beta) is -2.49 / -2.54 eV.

Geometry as ORCA input:
```
! RIJCOSX wB97M-V def2-TZVPD def2/J DEFGRID3
* xyz 1 3
Ti -0.68 -0.14 -0.29
N -2.37 0.76 0.53
C -3.30 1.05 -0.56
C -3.14 -0.06 -1.61
N -1.74 -0.18 -2.01
C -1.44 -1.51 -2.54
C 0.07 -1.69 -2.67
N 0.67 -1.25 -1.41
C -1.34 0.90 -2.92
C -0.04 1.56 -2.44
N -0.14 1.77 -1.00
H -2.66 -0.12 0.98
H -2.36 1.48 1.24
H -3.07 2.04 -0.97
H -4.35 1.06 -0.21
H -3.44 -1.00 -1.14
H -3.79 0.12 -2.47
H -1.96 -1.69 -3.49
H -1.79 -2.24 -1.80
H 0.46 -1.09 -3.50
H 0.29 -2.74 -2.89
H 1.65 -1.02 -1.52
H 0.62 -2.02 -0.74
H -2.13 1.65 -2.96
H -1.20 0.52 -3.94
H 0.12 2.50 -2.99
H 0.82 0.90 -2.60
H -0.78 2.55 -0.80
H 0.78 2.01 -0.64
C 4.19 -0.29 0.16
C 3.95 -1.27 1.28
S 2.36 -2.18 1.10
C 1.62 -2.05 2.75
C 1.32 -0.65 3.21
S 0.37 0.35 2.00
C 1.35 1.89 2.02
C 2.75 1.82 1.42
S 2.84 0.89 -0.16
H 5.09 0.29 0.35
H 4.30 -0.81 -0.79
H 4.75 -2.01 1.28
H 3.93 -0.78 2.25
H 0.70 -2.62 2.66
H 2.28 -2.55 3.47
H 0.71 -0.70 4.12
H 2.22 -0.08 3.43
H 0.73 2.61 1.47
H 1.42 2.22 3.06
H 3.11 2.83 1.23
H 3.44 1.33 2.10
C -2.85 -0.52 5.01
S -1.94 -1.61 3.89
C -3.16 -2.00 2.69
C -2.82 -2.29 1.41
S -1.22 -2.28 0.79
S -4.17 -2.83 0.38
C -5.44 -2.61 1.56
S -7.02 -2.83 1.21
S -4.86 -2.11 3.12
H -2.20 -0.34 5.86
H -3.76 -1.01 5.35
H -3.09 0.42 4.52
*
```

=====

# 5
Below is 2 unconnected molecules or ions with the total composition C21H32N4O3, with properties calculated with wB97M-V/def2-TZVPD.

As for the energy relative to the best compared isomer or geometry (same formula, charge and spin): 17.6781 eV. The calculation puts the gap between HOMO and LUMO at 3.10 eV. Its LUMO energy is -3.08 eV.

Geometry as ORCA input:
```
! RIJCOSX wB97M-V def2-TZVPD def2/J DEFGRID3
* xyz 0 1
C 7.56 -2.38 0.71
C 7.65 -0.88 0.09
C 6.46 0.08 0.65
C 5.56 0.59 -0.60
C 4.50 1.73 -0.13
C 3.22 1.71 -1.13
C 1.89 1.42 -0.26
C 0.67 2.27 -0.91
C -0.27 2.97 0.22
C -1.58 2.05 0.31
C -2.73 2.59 1.31
C -4.08 3.03 0.59
C -5.02 1.79 0.15
C -4.42 0.39 0.24
C -5.45 -0.64 -0.28
C -5.18 -2.22 -0.37
C -5.47 -3.03 0.92
C -5.17 -4.55 0.86
C -4.59 -5.11 -0.48
C -4.41 -4.09 -1.63
N -4.68 -2.69 -1.61
C -6.78 -0.07 -0.74
N -7.26 1.24 -0.74
N -6.31 2.05 -0.29
H 8.40 -2.57 1.46
H 6.56 -2.56 1.25
H 7.67 -3.12 -0.15
H 7.56 -0.92 -1.06
H 8.66 -0.41 0.40
H 5.77 -0.47 1.39
H 6.88 0.98 1.23
H 6.28 1.01 -1.40
H 4.98 -0.32 -0.96
H 4.93 2.79 -0.18
H 4.17 1.43 0.93
H 3.15 2.74 -1.64
H 3.43 0.90 -1.92
H 2.03 1.60 0.86
H 1.67 0.30 -0.40
H 0.03 1.49 -1.47
H 1.01 3.02 -1.71
H 0.31 2.96 1.22
H -0.56 4.04 -0.05
H -2.07 1.84 -0.71
H -1.24 1.01 0.69
H -2.97 1.79 2.11
H -2.29 3.48 1.88
H -4.75 3.67 1.29
H -3.80 3.62 -0.36
H -3.40 0.10 0.62
H -5.88 -2.50 1.86
H -5.34 -5.19 1.79
H -4.34 -6.22 -0.53
H -3.98 -4.51 -2.61
H -7.53 -0.84 -1.16
H -6.61 3.05 -0.27
N 1.79 -2.61 0.18
O 2.04 -2.44 -1.03
O 1.25 -3.67 0.55
O 2.07 -1.73 1.01
*
```

=====

# 6
Below is a molecular structure, C25H26IrN4O5S4, with properties calculated with wB97M-V/def2-TZVPD.

The calculation puts the gap between HOMO and LUMO (alpha / beta) at 6.20 / 7.05 eV. Its LUMO energy (alpha / beta) is -3.94 / -4.70 eV.

Geometry as ORCA input:
```
! RIJCOSX wB97M-V def2-TZVPD def2/J DEFGRID3
* xyz 1 5
Ir 0.16 -0.46 0.54
C 2.45 -0.16 3.69
C 1.17 -0.93 3.71
N 0.38 -1.20 2.69
C -0.67 -2.02 3.05
C -0.72 -2.34 4.36
S 0.61 -1.64 5.16
C -1.52 -2.48 1.96
C -2.57 -3.33 2.00
S -3.19 -3.57 0.42
C -2.02 -2.53 -0.24
N -1.21 -2.05 0.68
C -2.00 -2.16 -1.68
H 2.78 -0.01 2.66
H 3.21 -0.71 4.24
H 2.32 0.82 4.14
H -1.43 -2.97 4.87
H -3.00 -3.83 2.85
H -2.77 -2.70 -2.23
H -1.02 -2.38 -2.10
H -2.18 -1.09 -1.77
C -0.12 -0.86 -5.77
C 0.68 -0.55 -4.53
C 1.95 -1.09 -4.35
C 2.71 -0.78 -3.23
C 2.18 0.09 -2.29
C 0.92 0.66 -2.46
C 0.18 0.33 -3.57
S 3.12 0.44 -0.85
O 4.46 -0.04 -1.05
O 2.88 1.79 -0.45
N 2.38 -0.54 0.30
C 2.89 -1.81 0.38
C 1.94 -2.86 -0.77
O 2.59 -3.83 -1.03
O 0.85 -2.34 -1.00
H 0.26 -1.75 -6.27
H -0.07 -0.03 -6.47
H -1.17 -1.03 -5.53
H 2.35 -1.77 -5.09
H 3.69 -1.21 -3.09
H 0.55 1.38 -1.74
H -0.80 0.77 -3.71
H 2.63 -2.33 1.30
H 3.92 -1.93 0.07
C 1.06 3.66 0.49
S 0.60 2.07 1.14
O 1.05 2.04 2.55
C -1.22 2.25 1.14
C -1.75 2.59 2.46
C -2.93 3.26 2.58
C -3.59 3.75 1.44
C -2.98 3.67 0.17
C -1.80 3.01 0.02
H 0.49 4.40 1.05
H 0.87 3.72 -0.58
H 2.13 3.74 0.67
H -1.20 2.25 3.33
H -3.35 3.44 3.56
H -4.54 4.26 1.54
H -3.43 4.16 -0.68
H -1.32 2.95 -0.95
N -2.74 0.24 0.67
C -1.58 0.65 0.83
H -3.48 0.94 0.76
*
```

=====

Question: What is the formula in the fourth record?
Answer: C16H33N4S8Ti